# 1
C10H10BrF5OTcTe as an isolated structure in a non-equilibrium geometry. Source: the Open Molecules 2025 dataset; level of theory: ωB97M-V/def2-TZVPD.

XYZ file:
```
29
Properties=species:S:1:pos:R:3:lowdin_spin:R:1
C -1.45 -1.34 -2.13 -0.0001
H -3.08 -2.61 0.57 -0.0007
O -0.71 0.65 1.10 0.0873
C -2.07 -0.17 -1.57 0.0321
Tc -0.79 -0.97 0.02 1.5625
C -2.61 -2.01 -0.20 0.0013
Br 0.36 -2.88 0.89 0.1931
Te -0.15 0.90 2.94 0.0252
C -1.71 -2.45 -1.27 0.0176
H -3.43 0.07 0.24 0.0022
F 1.50 0.02 2.45 0.0234
H -0.86 -1.35 -3.03 0.0003
H 3.75 -0.60 -0.41 0.0036
C -2.84 -0.58 -0.40 0.0061
F -2.01 1.32 3.20 0.0204
H 1.51 3.10 -0.41 0.0174
C 3.09 1.53 -0.21 0.1360
C 1.98 2.21 -0.77 0.3458
F -0.64 -0.83 3.64 0.0164
F 0.34 2.67 2.32 0.0245
H 1.83 -0.82 -2.21 0.0154
H -1.99 0.83 -1.98 0.0040
H -1.35 -3.45 -1.44 0.0019
C 1.41 1.38 -1.81 -0.0005
H 0.42 1.49 -2.23 -0.0064
F 0.58 1.60 4.58 0.0006
C 2.09 0.12 -1.69 0.3181
C 3.15 0.24 -0.76 0.1494
H 3.68 1.92 0.59 0.0029
```

Calculated values
Highest occupied orbital energy (spin up / spin down) (Ha): -0.3036 / -0.2995
Net charge: 0
Multiplicity: 4
⟨S²⟩: 3.789
Lowest unoccupied orbital energy (spin up / spin down) (eV): -2.462 / -2.594
HOMO-LUMO gap (spin up / spin down) (eV): 5.8 / 5.6

***

# 2
C10H10BrGdNO2 as an isolated structure in a non-equilibrium geometry. Source: the Open Molecules 2025 dataset; level of theory: ωB97M-V/def2-TZVPD.

XYZ file:
```
25
Properties=species:S:1:pos:R:3:lowdin_spin:R:1
C -0.53 -0.10 -2.39 -0.0035
H -2.63 -0.17 -1.53 0.0006
C 0.20 -2.01 -1.31 -0.0021
C 0.61 -0.92 -2.15 -0.0019
H 1.24 -2.32 1.58 0.0002
Gd -0.22 0.23 0.09 7.1359
Br -0.29 2.79 -0.76 -0.0418
C 1.27 1.06 1.82 -0.0022
H 2.56 1.60 0.02 0.0004
C -1.19 -1.86 -1.01 -0.0111
C 0.83 -0.23 2.31 -0.0055
H 1.65 -0.69 -2.49 0.0003
N -3.06 0.73 0.77 0.0044
C 2.26 -0.59 0.52 -0.0050
C 1.45 -1.25 1.51 -0.0063
H 0.84 2.04 2.11 0.0007
O -1.82 0.74 1.43 -0.0514
H 2.84 -1.09 -0.28 0.0000
O -3.99 1.19 1.47 0.0015
H -0.53 0.86 -2.93 0.0002
C -1.65 -0.67 -1.69 -0.0094
H 0.86 -2.79 -0.90 0.0001
C 2.15 0.82 0.69 -0.0047
H -1.77 -2.45 -0.28 0.0003
H 0.06 -0.39 3.09 0.0003
```

Calculated values
Highest occupied orbital energy (spin up / spin down) (Ha): -0.1704 / -0.1771
Net charge: -1
Multiplicity: 8
⟨S²⟩: 15.853
Lowest unoccupied orbital energy (spin up / spin down) (eV): 2.783 / 2.818
HOMO-LUMO gap (spin up / spin down) (eV): 7.4 / 7.6

***

# 3
C10H10BrNO3Tc as an isolated structure in a non-equilibrium geometry. Source: the Open Molecules 2025 dataset; level of theory: ωB97M-V/def2-TZVPD.

XYZ file:
```
26
Properties=species:S:1:pos:R:3:lowdin_spin:R:1
H -2.96 0.71 0.72 0.0003
O -0.33 0.93 1.56 0.1084
O -0.98 -0.50 3.16 0.0049
N -0.08 0.24 2.77 0.0237
C 2.28 1.29 0.48 0.0950
Br 1.07 -2.31 1.09 0.1692
H -1.90 1.34 -1.66 0.0023
C -2.39 0.04 0.08 0.0088
H -1.12 -2.92 -0.94 0.0009
H 3.42 -0.59 0.10 0.0127
H 1.70 -0.92 -2.00 0.0015
H 2.76 1.68 1.37 0.0012
C -1.82 0.38 -1.19 0.0267
H -0.71 -0.90 -2.70 0.0026
C -2.12 -1.34 0.33 0.0510
C 1.24 1.94 -0.24 0.2635
C -1.21 -0.81 -1.74 0.0069
H 0.32 1.42 -2.22 0.0012
C 0.85 1.08 -1.33 0.0218
Tc -0.18 -0.30 0.04 1.8604
H 0.81 2.92 -0.04 0.0123
O 0.98 0.50 3.32 0.0158
C 1.62 -0.16 -1.23 0.0271
C -1.43 -1.89 -0.82 0.0134
H -2.41 -1.90 1.22 0.0057
C 2.59 0.06 -0.14 0.2625
```

Calculated values
Highest occupied orbital energy (spin up / spin down) (Ha): -0.2691 / -0.3210
Net charge: 0
Multiplicity: 4
⟨S²⟩: 3.786
Lowest unoccupied orbital energy (spin up / spin down) (eV): -0.083 / -1.487
HOMO-LUMO gap (spin up / spin down) (eV): 7.2 / 7.2

***

| no. | DFT total energy (eV) |
| --- | --- |
| 1 | -105698.1518 |
| 2 | -106994.8644 |
| 3 | -90399.9483 |